1.
Density functional theory data (ωB97M-V with the def2-TZVPD basis set) for a molecular structure, C4H4O3 in a non-equilibrium geometry.

```
11
Properties=species:S:1:pos:R:3
C -0.0340 -0.9345 0.8725
C 0.4453 -0.1997 -0.1077
C -0.6299 -1.8105 1.7815
C 0.4335 1.3854 -1.3051
O -1.7625 -1.6463 2.1916
O 1.3622 -1.2136 0.0653
O -0.3393 2.3484 -0.8666
H 0.1111 -2.6263 1.8828
H 0.1339 0.9271 -2.1842
H 1.5345 1.5563 -1.2781
H -1.2549 2.2137 -1.0521
```

Results
E_tot   -10346.8627 eV
Max |F|   7.2 eV Å⁻¹
Spin multiplicity   3

---

2.
Density functional theory data (ωB97M-V with the def2-TZVPD basis set) for 2 unconnected molecules or ions with the total composition C4H4O4 in a non-equilibrium geometry.

```
12
Properties=species:S:1:pos:R:3
C -0.3192 0.9657 0.4668
C 1.8072 -0.2987 -1.0052
C -0.7734 -0.3707 -0.1542
C -0.8300 -1.4530 0.6174
O 2.0540 0.7820 -0.6379
O -0.6345 1.9836 -0.3536
O 0.0285 1.1069 1.6070
O 1.9226 -1.3913 -1.3527
H -0.3448 2.8185 0.0518
H -1.3287 -0.2935 -1.0794
H -0.2893 -1.4791 1.5502
H -1.2922 -2.3704 0.2899
```

Results
E_tot   -12402.7787 eV
Max |F|   3.0 eV Å⁻¹

---

3.
Density functional theory data (ωB97M-V with the def2-TZVPD basis set) for C4H4O5 in the gas phase in a non-equilibrium geometry.

```
13
Properties=species:S:1:pos:R:3
C 1.5609 -0.5419 -0.0514
C 0.7656 0.5621 -0.6593
C -0.7255 0.5024 -0.7315
C -1.5684 -0.5744 -0.0820
H 1.1251 0.1528 1.6983
H 1.2952 1.1536 -1.4281
H -1.1878 0.9526 -1.6203
H -1.1494 0.3491 1.5437
O 1.5384 -0.6425 1.2943
O 2.1447 -1.3335 -0.7226
O -0.0514 1.3213 0.1836
O -1.5868 -0.4849 1.2669
O -2.1606 -1.4168 -0.6915
```

Results
E_tot   -14449.3580 eV
Max |F|   1.7 eV Å⁻¹

---

max |F| of number 3 (C4H4O5)?
1.7 eV Å⁻¹

---

Which value of E_tot does entry 2 give?
-12402.7787 eV